# 1
ORCA calculation (ωB97M-V with the def2-TZVPD basis set) on C45H26AsCl5F3IrN2OS3 as an isolated structure.

```
87
C45H26AsCl5F3IrN2OS3, DFT ωB97M-V with the def2-TZVPD basis set
Ir -0.921 -0.916 0.202
S -3.442 -0.905 0.276
C -4.001 -0.609 -1.344
C -5.363 -0.826 -1.590
C -5.876 -0.663 -2.858
C -5.054 -0.243 -3.895
C -3.711 -0.001 -3.655
C -3.164 -0.191 -2.393
As -1.257 0.128 -2.094
C -1.173 2.017 -2.516
C 0.017 2.536 -3.018
C 0.113 3.884 -3.313
C -0.969 4.721 -3.088
C -2.138 4.216 -2.546
C -2.241 2.867 -2.262
C -0.541 -0.648 -3.735
C -0.088 -1.960 -3.673
C 0.377 -2.594 -4.812
C 0.372 -1.928 -6.027
C -0.092 -0.625 -6.099
C -0.534 0.019 -4.957
H -6.004 -1.134 -0.779
H -6.918 -0.862 -3.046
H -5.461 -0.108 -4.884
H -3.069 0.330 -4.463
H 0.864 1.873 -3.167
H 1.037 4.278 -3.707
H -0.899 5.769 -3.335
H -2.972 4.872 -2.346
H -3.154 2.470 -1.832
H -0.106 -2.488 -2.723
H 0.738 -3.608 -4.753
H 0.723 -2.423 -6.918
H -0.115 -0.111 -7.049
H -0.866 1.050 -5.021
Cl -1.232 -5.603 5.775
C -0.955 -4.864 4.264
C -1.029 -3.471 4.151
Cl -1.356 -2.510 5.530
C -0.862 -2.870 2.919
Cl -0.952 -1.164 2.796
C -0.623 -3.608 1.727
O -0.495 -3.065 0.585
C -0.522 -5.025 1.890
Cl -0.218 -5.955 0.489
C -0.684 -5.635 3.125
Cl -0.576 -7.337 3.268
S 2.880 -3.284 -2.419
C 4.244 -4.021 -3.145
C 5.411 -3.654 -2.549
C 5.215 -2.757 -1.487
C 3.893 -2.431 -1.286
C 3.335 -1.517 -0.326
C 1.974 -1.159 -0.378
N 1.383 -0.296 0.420
C 2.112 0.316 1.399
C 3.487 -0.046 1.582
C 4.212 0.495 2.677
C 3.614 1.296 3.585
C 2.252 1.697 3.423
C 1.619 2.464 4.397
C 0.240 2.766 4.296
C -0.406 2.419 3.143
N 0.266 1.825 2.060
C 1.558 1.274 2.264
C -0.442 3.454 5.374
C 0.108 4.279 6.323
C -0.845 4.835 7.195
C -2.112 4.422 6.918
S -2.167 3.349 5.582
C 4.084 -0.942 0.700
H 4.111 -4.693 -3.969
H 6.377 -4.005 -2.864
H 6.026 -2.356 -0.910
H 1.338 -1.613 -1.132
H 5.246 0.205 2.779
H 4.148 1.662 4.447
H 2.174 2.772 5.267
H -1.442 2.652 2.957
H 1.157 4.514 6.377
H -0.600 5.517 7.990
H -3.022 4.683 7.426
H 5.126 -1.191 0.833
F 0.671 2.106 -0.192
C -0.143 2.349 0.828
F -1.365 1.852 0.465
F -0.327 3.677 0.852
```

Computed properties:
- spin multiplicity = 2
- M (g mol⁻¹) = 1208.32
- orbital gap (spin up / spin down) (eV) = 4.0 / 5.0
- net charge = +1
- F_max (eV/A) = 4.2
- HOMO level (spin up / spin down) (eV) = -9.3 / -10.2
- LUMO level (spin up / spin down) (eV) = -5.23 / -5.21

For each atom in turn, the Mulliken charge in e is: 2.44, -0.33, 1.30, -0.80, -0.60, -0.91, 0.01, -0.71, 1.00, 0.26, -0.37, -0.81, -0.60, -0.75, -0.58, 0.50, -0.75, -0.90, -0.55, -0.85, -0.21, 0.46, 0.39, 0.43, 0.36, 0.56, 0.46, 0.44, 0.46, 0.45, 0.56, 0.57, 0.42, 0.44, 0.40, -0.19, 0.49, -0.33, -0.19, 0.73, -0.13, -0.40, -0.98, 0.27, -0.19, 0.01, -0.16, 0.02, -0.44, -0.67, -0.65, 0.60, 0.38, 0.63, 0.05, -0.43, 0.67, -1.18, -1.32, 0.99, -0.72, 0.74, -0.80, 0.87, -0.39, 0.08, -0.47, -0.57, -0.43, -0.07, -0.83, 0.45, 0.44, 0.39, -0.89, 0.47, 0.47, 0.43, 0.51, 0.37, 0.40, 0.43, 0.45, -0.15, 0.51, -0.18, -0.30

---

# 2
ORCA calculation (ωB97M-V with the def2-TZVPD basis set) on C45H28Cl5N5O4V as an isolated structure.

```
88
C45H28Cl5N5O4V, DFT ωB97M-V with the def2-TZVPD basis set
V 0.321 -0.359 0.029
Cl 6.838 4.455 3.842
C 5.619 3.284 3.415
C 4.282 3.582 3.604
C 3.322 2.647 3.260
C 3.654 1.375 2.766
C 5.014 1.161 2.497
C 5.987 2.087 2.832
C 2.592 0.416 2.384
C 1.256 0.672 2.726
C 0.811 1.211 4.002
C -0.515 1.011 4.076
C -0.928 0.402 2.834
C -2.220 0.088 2.509
C -3.299 0.497 3.450
C -3.610 1.848 3.586
C -4.614 2.255 4.451
C -5.305 1.300 5.177
Cl -6.569 1.806 6.269
C -5.018 -0.049 5.056
C -4.012 -0.442 4.186
C -2.609 -0.507 1.285
N -1.769 -0.920 0.323
C -2.557 -1.240 -0.759
C -2.089 -1.693 -1.976
C -3.026 -1.718 -3.134
C -3.076 -0.583 -3.943
C -3.933 -0.542 -5.032
C -4.732 -1.640 -5.301
Cl -5.813 -1.594 -6.671
C -4.698 -2.775 -4.511
C -3.837 -2.807 -3.423
C -0.782 -2.141 -2.184
C -0.365 -3.013 -3.229
C 0.862 -3.494 -2.865
C 1.193 -2.873 -1.626
N 0.206 -2.026 -1.251
C 2.345 -3.139 -0.850
C 2.677 -2.473 0.301
C 3.907 -2.676 1.033
C 4.037 -1.630 1.873
C 2.864 -0.789 1.692
N 2.024 -1.377 0.824
C 3.264 -4.198 -1.352
C 4.500 -3.869 -1.897
C 5.351 -4.853 -2.378
C 4.952 -6.176 -2.309
Cl 6.015 -7.420 -2.911
C 3.726 -6.533 -1.774
C 2.887 -5.537 -1.300
C -3.938 -1.036 -0.434
C -3.977 -0.611 0.853
N 0.184 0.211 2.040
H 3.988 4.551 3.983
H 2.289 2.950 3.329
H 5.337 0.281 1.969
H 7.027 1.888 2.614
H 1.454 1.587 4.779
H -1.164 1.221 4.911
H -3.052 2.567 2.998
H -4.862 3.302 4.560
H -5.572 -0.775 5.634
H -3.775 -1.493 4.079
H -2.446 0.267 -3.703
H -3.981 0.334 -5.663
H -5.334 -3.617 -4.746
H -3.795 -3.685 -2.791
H -0.947 -3.264 -4.100
H 1.472 -4.206 -3.396
H 4.569 -3.519 0.920
H 4.804 -1.482 2.612
H 4.794 -2.828 -1.948
H 6.310 -4.598 -2.806
H 3.436 -7.574 -1.730
H 1.924 -5.799 -0.882
H -4.766 -1.201 -1.105
H -4.841 -0.357 1.442
C -0.987 4.470 1.928
O -1.250 3.116 1.644
H -0.957 4.596 3.014
H -1.762 5.135 1.526
H -0.021 4.792 1.525
H -0.965 2.946 0.724
Cl 1.967 0.813 -1.107
O -1.130 2.253 -2.902
N -0.841 2.133 -1.718
O -0.455 3.092 -1.034
O -1.003 0.994 -1.165
```

Computed properties:
- spin multiplicity = 3
- M (g mol⁻¹) = 930.96
- orbital gap (spin up / spin down) (eV) = 5.4 / 5.5
- net charge = -1
- F_max (eV/A) = 0.6
- HOMO level (spin up / spin down) (eV) = -4.5 / -4.7
- LUMO level (spin up / spin down) (eV) = 0.86 / 0.82

For each atom in turn, the Mulliken charge in e is: 0.10, -0.24, 0.43, -1.07, -0.28, 0.70, -0.48, -1.26, 0.42, 0.46, -1.33, -1.64, 0.17, 1.24, -0.80, 0.19, -1.10, 0.44, -0.24, -0.92, 0.05, 0.20, -0.02, 0.24, 1.98, -1.06, 0.06, -0.93, 0.44, -0.24, -0.86, 0.20, -0.45, -1.69, -1.31, 0.72, 0.90, 0.53, 0.45, -1.42, -1.52, 0.63, 0.67, -0.82, 0.14, -1.00, 0.43, -0.24, -0.95, 0.13, -1.55, -1.30, 0.74, 0.41, 0.45, 0.60, 0.41, 0.77, 0.52, 0.70, 0.42, 0.41, 0.48, 0.59, 0.44, 0.41, 0.49, 0.56, 0.51, 0.59, 0.82, 0.53, 0.40, 0.40, 0.48, 0.51, 0.49, -0.90, -0.18, 0.29, 0.27, 0.29, 0.22, -0.46, -0.69, 0.74, -0.77, -0.10

---

# 3
ORCA calculation (ωB97M-V with the def2-TZVPD basis set) on a 3-piece molecular cluster, C45H30Cl2I2NO7P overall.

```
88
C45H30Cl2I2NO7P, DFT ωB97M-V with the def2-TZVPD basis set
C 0.466 7.232 3.057
C 0.371 5.987 2.364
C 0.409 4.466 1.668
C 1.972 3.980 1.715
C 2.207 2.392 2.032
C 3.180 1.599 0.981
C 4.620 2.240 0.541
C 5.677 1.578 -0.523
C 5.286 0.126 -1.173
I 6.684 -0.767 -2.597
C 3.859 -0.604 -0.731
I 3.396 -2.613 -1.584
C 2.791 0.134 0.324
C 1.414 -0.690 0.653
Cl 0.163 -0.790 -0.760
C 1.096 -1.386 1.949
C -0.366 -2.194 1.969
Cl 2.276 -1.336 3.383
C 6.981 2.566 -0.725
O 7.873 2.607 -1.753
N 6.877 3.442 0.504
P 7.923 3.008 1.908
C 9.013 1.474 1.532
O 6.923 2.523 3.291
C 5.425 3.596 0.952
O 5.089 4.732 1.560
H 0.137 8.220 3.641
H -0.344 3.721 2.167
H 0.159 4.667 0.518
H 2.503 4.247 0.700
H 2.577 4.578 2.553
H 2.581 2.202 3.145
H 1.136 1.871 1.951
H -0.444 -2.914 1.027
H -1.287 -1.466 1.916
H -0.417 -2.915 2.914
H 8.468 0.715 0.802
H 9.143 0.899 2.568
H 10.091 1.740 1.134
H 7.003 1.516 3.370
O 0.293 -9.295 -0.884
C -0.080 -8.583 -1.809
C 0.705 -7.396 -2.203
C 1.894 -7.095 -1.526
C 2.662 -5.997 -1.919
C 2.247 -5.200 -2.985
C 1.053 -5.488 -3.649
C 0.277 -6.584 -3.253
C -0.993 -6.870 -3.949
O -1.395 -6.125 -4.836
C -1.767 -8.068 -3.569
C -2.955 -8.369 -4.248
C -3.676 -9.518 -3.919
C -3.215 -10.367 -2.914
C -2.038 -10.062 -2.226
C -1.315 -8.906 -2.551
H 2.227 -7.716 -0.697
H 3.587 -5.767 -1.395
H 2.851 -4.352 -3.299
H 0.733 -4.858 -4.477
H -3.319 -7.713 -5.037
H -4.596 -9.752 -4.450
H -3.771 -11.267 -2.663
H -1.686 -10.728 -1.440
O -8.013 5.479 0.558
C -6.837 5.171 0.706
C -6.164 4.293 -0.273
C -6.872 3.828 -1.389
C -6.232 3.031 -2.339
C -4.887 2.697 -2.179
C -4.185 3.145 -1.059
C -4.826 3.939 -0.101
C -4.081 4.393 1.090
O -2.922 4.037 1.269
C -4.747 5.286 2.058
C -4.037 5.752 3.173
C -4.648 6.624 4.075
C -5.965 7.033 3.868
C -6.679 6.558 2.766
C -6.070 5.678 1.861
H -7.920 4.089 -1.523
H -6.782 2.674 -3.207
H -4.385 2.087 -2.926
H -3.137 2.876 -0.938
H -3.007 5.441 3.338
H -4.093 6.988 4.938
H -6.438 7.720 4.567
H -7.708 6.880 2.613
```

Computed properties:
- spin multiplicity = 1
- M (g mol⁻¹) = 1052.42
- SMILES = C#CCCCc1c2c(c(I)c(I)c1/C(Cl)=C(/C)Cl)C(=O)N(P(C)O)C2=O.O=C1c2ccccc2C(=O)c2ccccc21.O=C1c2ccccc2C(=O)c2ccccc21
- orbital gap (eV) = 6.9
- F_max (eV/A) = 9.9
- HOMO level (eV) = -8.7
- LUMO level (eV) = -1.84

For each atom in turn, the Mulliken charge in e is: -0.50, -0.19, -0.16, -0.38, -0.37, 0.71, -0.04, 0.39, -0.86, 0.08, -0.11, 0.45, 0.13, -0.25, -0.15, 0.40, -0.89, -0.16, 0.21, -0.51, 0.03, 0.19, -0.84, -0.48, 0.13, -0.54, 0.32, 0.26, 0.21, 0.22, 0.27, 0.32, 0.22, 0.27, 0.25, 0.31, 0.24, 0.32, 0.31, 0.31, -0.67, 0.59, 0.16, -0.69, -0.39, -0.85, -0.85, 0.32, 0.61, -0.67, 0.19, -0.55, -0.46, -0.45, -0.56, 0.21, 0.46, 0.46, 0.84, 0.48, 0.45, 0.39, 0.39, 0.45, -0.69, 0.53, 0.24, -0.60, -0.45, -0.53, -0.55, 0.24, 0.47, -0.64, 0.26, -0.44, -0.61, -0.43, -0.62, 0.36, 0.46, 0.39, 0.40, 0.52, 0.42, 0.42, 0.38, 0.45

---

Short version: energy = -8050.13137; -5551.47788; -4170.73314 hartree, in the order given.